ORCA calculation (wB97M-V/def2-TZVPD) on the molecule C2H4Br2.

Results
HOMO energy: -0.38295 hartree
Kohn-Sham gap: 10.86 eV
ΔE to the lowest compared entry with this formula, charge and spin: 6.3 kcal/mol
Energy: -142223.7016 eV
Total charge: 0

Each line ends with the Mulliken charge.
CARTESIAN COORDINATES (ANGSTROEM)
Br  4.8848  -13.2266  -4.9843  -0.157
C  2.9159  -13.1987  -5.0239  -0.619
C  2.3958  -13.5489  -3.7102  -0.561
Br  0.5004  -14.1713  -3.9332  -0.170
H  2.7419  -13.8994  -5.8405  0.378
H  2.4862  -12.2800  -5.4230  0.389
H  2.5148  -12.7505  -2.9779  0.376
H  2.8167  -14.4761  -3.3213  0.364

---

ORCA calculation (wB97M-V/def2-TZVPD) on a structure of composition C2H4Br2S.

Results
HOMO energy: -0.32247 hartree
Kohn-Sham gap: 9.31 eV
ΔE to the lowest compared entry with this formula, charge and spin: 25.4 kcal/mol
Energy: -153057.2188 eV
Total charge: 0

Each line ends with the Mulliken charge.
CARTESIAN COORDINATES (ANGSTROEM)
C  -0.3784  -0.3127  -0.1291  -0.701
C  1.5621  0.1544  0.5605  -0.385
S  -0.3089  -0.4472  -1.8587  -0.086
Br  2.0653  1.8079  -0.2381  -0.067
Br  2.6442  -1.3319  0.0412  -0.056
H  -0.9091  0.5429  0.2569  0.374
H  -0.5677  -1.2526  0.3627  0.384
H  1.4863  0.2352  1.6384  0.414
H  -0.0945  0.8528  -2.1001  0.124

---

ORCA calculation (wB97M-V/def2-TZVPD) on a cluster of 2 separate species, C2H4Br3ClSi in total.

Results
HOMO energy (alpha / beta): -0.32788 / -0.33384 hartree
Kohn-Sham gap (alpha / beta): 8.01 / 6.68 eV
ΔE to the lowest compared entry with this formula, charge and spin: 68.0 kcal/mol
Energy: -232667.2035 eV
Total charge: 0

Each line ends with the Mulliken charge.
CARTESIAN COORDINATES (ANGSTROEM)
C  -0.0710  0.3523  0.6085  -0.854
C  0.3654  -0.4209  -0.5356  -0.104
Si  -3.6143  0.0334  0.0769  0.507
Cl  2.1374  -0.8857  -0.2250  -0.222
Br  -4.3301  -2.0834  0.2111  -0.178
Br  -5.1281  1.3567  1.0498  -0.194
Br  -3.5516  0.5850  -2.1018  -0.173
H  -0.0063  1.4243  0.5922  0.341
H  -0.1718  -0.1331  1.5631  0.378
H  -0.1325  -1.3825  -0.6419  0.212
H  0.3761  0.1364  -1.4671  0.285

---

ORCA calculation (wB97M-V/def2-TZVPD) on the molecule C2H4Br3PS.

Results
HOMO energy: -0.30467 hartree
Kohn-Sham gap: 7.60 eV
ΔE to the lowest compared entry with this formula, charge and spin: 71.9 kcal/mol
Energy: -232387.9594 eV
Total charge: 0

Each line ends with the Mulliken charge.
CARTESIAN COORDINATES (ANGSTROEM)
C  -1.8132  -0.2635  0.0819  -0.568
C  0.8059  -0.3970  -0.2019  -1.034
P  -0.3579  0.8861  0.2269  0.295
S  3.5561  0.4147  1.5834  -0.438
Br  -3.2082  0.3227  1.3082  -0.109
Br  2.7680  0.3656  -0.3608  0.225
Br  -0.2388  2.1780  -1.5754  -0.192
H  -2.0189  -0.3177  -0.9922  0.412
H  -1.2519  -1.2514  0.3539  0.314
H  0.6585  -0.9205  -1.0660  0.611
H  1.1006  -1.0171  0.6419  0.485

---

ORCA calculation (wB97M-V/def2-TZVPD) on a structure of composition C2H4BrClO2S.

Results
HOMO energy: -0.39786 hartree
Kohn-Sham gap: 10.91 eV
ΔE to the lowest compared entry with this formula, charge and spin: 18.3 kcal/mol
Energy: -99631.7332 eV
Total charge: 0

Each line ends with the Mulliken charge.
CARTESIAN COORDINATES (ANGSTROEM)
C  -1.1809  -0.3578  -0.9741  -0.900
C  0.7307  -0.1622  1.1733  -0.324
O  1.2154  0.5193  -1.4301  -0.553
O  -0.0011  2.0050  -0.0064  -0.565
S  0.2537  0.6533  -0.3903  1.051
Cl  2.2803  0.9244  1.4321  -0.134
Br  0.8403  -1.9754  1.1142  0.034
H  -2.1250  0.1271  -1.5307  0.281
H  -0.7420  -1.1210  -1.4894  0.423
H  -1.4534  -0.7498  -0.0032  0.300
H  0.1820  0.1370  2.1047  0.387

---

ORCA calculation (wB97M-V/def2-TZVPD) on the molecule C2H4BrN.

Results
HOMO energy (alpha / beta): -0.36906 / -0.30936 hartree
Kohn-Sham gap (alpha / beta): 9.87 / 8.09 eV
ΔE to the lowest compared entry with this formula, charge and spin: 94.1 kcal/mol
Energy: -73666.9106 eV
Total charge: 0

Each line ends with the Mulliken charge.
CARTESIAN COORDINATES (ANGSTROEM)
C  -0.5186  0.0995  -0.1005  0.224
C  0.6668  -0.7649  0.0318  -0.845
N  0.0268  1.7602  0.1311  -0.470
Br  -2.2622  -0.3066  0.0206  -0.024
H  0.7103  -1.5732  0.7497  0.326
H  1.4452  -0.1484  0.2679  0.340
H  0.6574  -1.4484  -0.9092  0.234
H  -0.7258  2.3818  -0.1913  0.216

---

ORCA calculation (wB97M-V/def2-TZVPD) on a structure of composition C2H4BrN2.

Results
HOMO energy: -0.57215 hartree
Kohn-Sham gap: 9.38 eV
ΔE to the lowest compared entry with this formula, charge and spin: 102.1 kcal/mol
Energy: -75149.0043 eV
Total charge: +1

Each line ends with the Mulliken charge.
CARTESIAN COORDINATES (ANGSTROEM)
C  -0.1346  -1.1369  -0.6436  0.520
C  0.5892  1.2633  0.3290  -0.518
N  0.3471  -0.5516  0.4874  -0.209
N  -1.1207  -0.8733  0.1961  -0.244
Br  0.3129  -1.7909  -2.3152  0.173
H  0.0315  1.4355  -0.5706  0.323
H  -0.0988  1.7114  1.0270  0.315
H  1.6947  1.3547  0.4960  0.282
H  -1.6213  -1.4123  0.9938  0.358

---

ORCA calculation (wB97M-V/def2-TZVPD) on a cluster of 2 separate species, C2H4BrNO in total.

Results
HOMO energy: -0.34542 hartree
Kohn-Sham gap: 9.22 eV
ΔE to the lowest compared entry with this formula, charge and spin: 79.9 kcal/mol
Energy: -75715.9192 eV
Total charge: 0

Each line ends with the Mulliken charge.
CARTESIAN COORDINATES (ANGSTROEM)
C  0.8060  0.9364  0.2015  0.636
C  -1.2261  0.4700  -0.3908  -0.785
N  1.6550  0.2595  0.6566  -0.384
O  -0.1208  1.3574  -0.5286  -0.278
Br  2.0098  -2.7001  0.8658  -0.436
H  -0.8186  -0.4352  -0.6439  0.412
H  -1.7721  0.8446  -1.2499  0.262
H  -1.8301  0.3854  0.4373  0.339
H  1.2970  -1.1181  0.6520  0.234

---

ORCA calculation (wB97M-V/def2-TZVPD) on a cluster of 2 separate species, C2H4BrNO3 in total.

Results
HOMO energy: -0.37848 hartree
Kohn-Sham gap: 10.33 eV
ΔE to the lowest compared entry with this formula, charge and spin: 8.4 kcal/mol
Energy: -79810.8184 eV
Total charge: 0

Each line ends with the Mulliken charge.
CARTESIAN COORDINATES (ANGSTROEM)
C  -0.0945  0.9009  -0.1917  -1.021
C  0.9127  0.0255  0.6231  0.726
N  0.1518  -2.0878  -0.5030  0.288
O  -0.3829  -2.6281  -1.3882  -0.421
O  0.1753  -2.7858  0.7061  -0.357
O  0.7574  -0.3688  1.7576  -0.568
Br  2.5531  -0.2079  -0.4207  -0.114
H  -1.1458  0.9184  0.1752  0.278
H  0.3176  1.8520  0.0069  0.369
H  -0.0993  0.6013  -1.1895  0.392
H  0.4489  -2.0206  1.2846  0.427

---

ORCA calculation (wB97M-V/def2-TZVPD) on the molecule C2H4BrNS.

Results
HOMO energy: -0.30805 hartree
Kohn-Sham gap: 8.61 eV
ΔE to the lowest compared entry with this formula, charge and spin: 15.2 kcal/mol
Energy: -84505.2853 eV
Total charge: 0

Each line ends with the Mulliken charge.
CARTESIAN COORDINATES (ANGSTROEM)
C  -0.1817  -1.1797  0.5786  0.375
C  -0.1245  1.1025  -0.5166  -0.661
N  0.2431  -0.2601  -0.2608  -0.224
S  1.0758  -2.5042  0.8429  -0.418
Br  -1.7303  -1.0729  1.4386  -0.042
H  0.1977  1.4101  -1.5932  0.237
H  -1.2064  1.2413  -0.2781  0.267
H  0.4596  1.8177  0.1355  0.279
H  1.2667  -0.5547  -0.3468  0.186

---

ORCA calculation (wB97M-V/def2-TZVPD) on a cluster of 2 separate species, C2H4BrNS in total.

Results
HOMO energy: -0.37426 hartree
Kohn-Sham gap: 10.50 eV
ΔE to the lowest compared entry with this formula, charge and spin: 9.6 kcal/mol
Energy: -84505.5287 eV
Total charge: 0

Each line ends with the Mulliken charge.
CARTESIAN COORDINATES (ANGSTROEM)
C  1.9762  0.7907  -0.2604  0.353
C  -0.2847  -0.2278  0.0704  -0.716
N  2.1839  1.9079  -0.1964  -0.386
S  1.3696  -0.7811  -0.5496  -0.061
Br  0.9418  5.1601  1.1063  -0.236
H  -0.2106  0.8796  -0.2453  0.226
H  -0.4160  -0.3578  1.1479  0.291
H  -1.2311  -0.7459  -0.4078  0.294
H  1.3455  3.9069  0.7531  0.235

---

ORCA calculation (wB97M-V/def2-TZVPD) on the molecule C2H4BrP.

Results
HOMO energy (alpha / beta): -0.27813 / -0.28986 hartree
Kohn-Sham gap (alpha / beta): 6.47 / 6.61 eV
ΔE to the lowest compared entry with this formula, charge and spin: 92.1 kcal/mol
Energy: -81465.6589 eV
Total charge: 0

Each line ends with the Mulliken charge.
CARTESIAN COORDINATES (ANGSTROEM)
C  -0.7669  -0.4563  0.6129  -0.114
C  -1.6489  0.1903  -0.1136  -0.544
P  3.4979  -0.2106  -0.1524  -0.128
Br  1.1213  0.1538  0.6294  -0.087
H  2.9163  0.7385  -1.1295  0.016
H  -0.9825  -1.5073  0.8876  0.342
H  -1.4509  1.1448  -0.5633  0.249
H  -2.6863  -0.0533  -0.1711  0.267

---

ORCA calculation (wB97M-V/def2-TZVPD) on the ion C2H4Cl2 with charge +1.

Results
<S²>: 0.757
HOMO energy (alpha / beta): -0.63672 / -0.59488 hartree
Multiplicity: 2
Kohn-Sham gap (alpha / beta): 13.05 / 4.78 eV
ΔE to the lowest compared entry with this formula, charge and spin: 7.1 kcal/mol
Energy: -27172.4401 eV
Total charge: +1

Each line ends with the Mulliken charge.
CARTESIAN COORDINATES (ANGSTROEM)
Cl  0.7029  -1.7381  -1.1738  0.118
C  -0.0936  -0.1243  -0.7018  -0.468
C  0.1922  0.1968  0.7712  -0.284
Cl  -1.0940  1.2588  1.3492  0.130
H  -1.1638  -0.2206  -0.8852  0.369
H  0.1630  0.6198  -1.4558  0.408
H  1.1590  0.6932  0.6878  0.361
H  0.1342  -0.6856  1.4084  0.365

---

ORCA calculation (wB97M-V/def2-TZVPD) on the molecule C2H4Cl2O.

Results
HOMO energy: -0.40106 hartree
Kohn-Sham gap: 11.71 eV
ΔE to the lowest compared entry with this formula, charge and spin: 6.3 kcal/mol
Energy: -29230.8215 eV
Total charge: 0

Each line ends with the Mulliken charge.
CARTESIAN COORDINATES (ANGSTROEM)
C  0.2699  -0.6424  -0.2687  -0.448
C  -0.6553  0.3077  0.4121  0.061
H  1.7294  0.6496  -0.1264  0.336
H  0.1619  -0.6781  -1.3988  0.274
H  0.0075  -1.5967  0.1841  0.285
H  -0.6611  0.2845  1.4683  0.332
O  1.6411  -0.3758  -0.0115  -0.467
Cl  -2.3508  0.0951  -0.1286  -0.157
Cl  -0.1426  1.9561  -0.1305  -0.216

---

ORCA calculation (wB97M-V/def2-TZVPD) on a cluster of 2 separate species, C2H4Cl3N2 in total.

Results
HOMO energy: -0.51460 hartree
Kohn-Sham gap: 7.48 eV
ΔE to the lowest compared entry with this formula, charge and spin: 31.5 kcal/mol
Energy: -42677.6930 eV
Total charge: +1

Each line ends with the Mulliken charge.
CARTESIAN COORDINATES (ANGSTROEM)
C  -0.1169  -0.4947  -0.2602  0.694
C  3.2149  -0.0938  0.4276  0.198
N  -1.4303  -0.3471  -0.4237  -0.393
N  0.8060  0.3635  -0.4217  -0.508
Cl  0.3571  -2.0806  0.2346  -0.166
Cl  3.6134  -1.3614  -0.5347  0.138
Cl  3.8173  1.4154  0.1741  0.103
H  2.6286  -0.2798  1.3243  0.359
H  -1.8231  0.5284  -0.7331  0.207
H  -2.0612  -1.1191  -0.2806  0.199
H  0.5668  1.3083  -0.6912  0.171

---

ORCA calculation (wB97M-V/def2-TZVPD) on a cluster of 2 separate species, C2H4Cl3N2O in total.

Results
HOMO energy (alpha / beta): -0.42736 / -0.44721 hartree
Kohn-Sham gap (alpha / beta): 4.44 / 5.42 eV
ΔE to the lowest compared entry with this formula, charge and spin: 82.1 kcal/mol
Energy: -44721.8643 eV
Total charge: +1

Each line ends with the Mulliken charge.
CARTESIAN COORDINATES (ANGSTROEM)
C  0.6447  0.5422  0.0708  -0.153
C  -2.7790  -0.8528  -1.2959  0.543
N  0.9178  -0.3537  0.9596  0.027
N  1.3977  1.5768  -0.1669  -0.281
O  2.0501  -0.2712  1.8182  -0.459
Cl  -3.2061  -0.1271  0.1559  0.082
Cl  -1.4535  -0.2858  -2.1396  0.149
Cl  -3.7294  -2.0839  -1.9305  0.065
H  0.2354  -1.0382  1.2597  0.242
H  1.1920  2.2027  -0.9282  0.209
H  2.2007  1.8050  0.4171  0.232
H  2.5296  -1.1140  1.7798  0.344

---

ORCA calculation (wB97M-V/def2-TZVPD) on a structure of composition C2H4Cl4.

Results
HOMO energy: -0.36272 hartree
Kohn-Sham gap: 10.21 eV
ΔE to the lowest compared entry with this formula, charge and spin: 55.8 kcal/mol
Energy: -52226.1625 eV
Total charge: 0

Each line ends with the Mulliken charge.
CARTESIAN COORDINATES (ANGSTROEM)
C  1.2475  16.4786  25.5035  -0.188
Cl  2.0937  14.9466  25.8833  -0.172
Cl  1.6977  17.6532  26.8227  -0.186
H  1.6495  16.8596  24.5648  0.276
H  0.1672  16.3536  25.4303  0.299
C  3.1453  15.8676  28.0514  -0.127
Cl  1.7472  15.6195  29.1318  -0.133
Cl  4.7184  15.9801  28.8499  -0.216
H  3.2020  14.9922  27.4044  0.229
H  2.9908  16.7499  27.4303  0.216

---

ORCA calculation (wB97M-V/def2-TZVPD) on a structure of composition C2H4Cl4F24P4V2.

Results
<S²>: 15.761
HOMO energy (alpha / beta): -0.48134 / -0.48303 hartree
Multiplicity: 8
Kohn-Sham gap (alpha / beta): 5.07 / 3.00 eV
Energy: -205986.5828 eV
Total charge: +1

Each line ends with the Mulliken charge.
CARTESIAN COORDINATES (ANGSTROEM)
V  -36.8499  -21.4220  -14.6165  1.378
V  -38.9214  -21.1238  -19.3396  1.515
P  -39.1839  -20.0625  -15.8627  1.151
F  -38.7151  -20.0202  -14.2916  -0.261
F  -38.6627  -21.6043  -15.9055  -0.190
F  -40.6654  -20.5904  -15.5294  -0.325
F  -39.3771  -20.3097  -17.4452  -0.288
F  -39.5536  -18.4981  -16.0999  -0.312
F  -37.6463  -19.8465  -16.1267  -0.430
P  -37.5754  -23.8942  -13.1773  1.253
F  -38.4530  -25.1965  -13.5836  -0.340
F  -36.9611  -23.6838  -14.6578  -0.364
F  -38.7533  -22.8906  -13.6333  -0.325
F  -36.7701  -22.5800  -12.7163  -0.441
F  -38.1444  -23.8546  -11.6311  -0.380
F  -36.3206  -24.8136  -12.8972  -0.347
P  -36.1881  -22.1947  -18.2784  1.368
F  -36.4097  -22.0713  -16.6851  -0.140
F  -37.6675  -22.6838  -18.3825  -0.384
F  -36.8645  -20.6889  -18.3818  -0.341
F  -35.9535  -22.1621  -19.8358  -0.304
F  -34.6438  -21.6702  -18.0381  -0.340
F  -35.6693  -23.7851  -18.2114  -0.334
P  -35.4438  -19.4352  -11.8162  1.211
F  -36.8870  -19.2593  -11.0124  -0.393
F  -35.3314  -17.9139  -12.2701  -0.317
F  -34.5879  -19.0531  -10.4175  -0.351
F  -34.0158  -19.7296  -12.5316  -0.338
F  -35.3281  -21.0297  -11.4362  -0.323
F  -36.2588  -19.9028  -13.1046  -0.311
C  -35.3064  -17.5470  -16.1071  -0.318
Cl  -34.4213  -18.9842  -15.4183  -0.080
Cl  -36.7279  -17.1481  -15.1928  -0.117
H  -34.7523  -16.6120  -16.0257  0.365
H  -35.5858  -17.7270  -17.1452  0.244
C  -41.3824  -20.2646  -11.9808  -0.379
Cl  -41.6042  -21.7473  -12.9692  0.162
Cl  -39.6603  -20.2872  -11.5309  0.381
H  -41.6357  -19.3421  -12.5034  0.334
H  -41.9019  -20.2545  -11.0226  0.409

---

ORCA calculation (wB97M-V/def2-TZVPD) on a structure of composition C2H4ClFO2.

Results
HOMO energy: -0.27175 hartree
Kohn-Sham gap: 5.66 eV
ΔE to the lowest compared entry with this formula, charge and spin: 98.4 kcal/mol
Energy: -21469.3897 eV
Total charge: 0

Each line ends with the Mulliken charge.
CARTESIAN COORDINATES (ANGSTROEM)
C  0.8205  -1.7003  0.9663  0.067
C  -0.8780  1.0257  -0.0854  -0.189
O  1.4340  -1.0668  0.0389  -0.260
O  -1.7715  1.8831  -0.4746  -0.248
F  0.3476  1.6444  0.1351  -0.231
Cl  -0.3722  -0.0752  -1.7331  -0.407
H  -0.2441  -1.8146  0.9568  0.275
H  1.3952  -2.1267  1.7538  0.297
H  0.7805  -0.4808  -0.6600  0.395
H  -1.5121  2.7112  -0.8978  0.302

---

ORCA calculation (wB97M-V/def2-TZVPD) on the molecule C2H4ClFS.

Results
HOMO energy: -0.35312 hartree
Kohn-Sham gap: 10.40 eV
ΔE to the lowest compared entry with this formula, charge and spin: 13.4 kcal/mol
Energy: -28213.3684 eV
Total charge: 0

Each line ends with the Mulliken charge.
CARTESIAN COORDINATES (ANGSTROEM)
C  0.2326  -0.5101  -0.2766  -0.781
C  -0.8565  0.2492  0.3342  0.304
H  2.2532  1.0202  0.1094  0.115
H  -0.0217  -0.4411  -1.3566  0.354
H  0.2775  -1.5000  -0.0368  0.347
H  -0.7287  0.4139  1.4498  0.265
F  -0.6956  1.4751  -0.2138  -0.225
S  2.0135  -0.2684  0.0222  -0.215
Cl  -2.4743  -0.4388  -0.0318  -0.164